[1]
Formula: C10H13FSi
Source: OMol25
Level of theory: the ωB97M-V functional and the def2-TZVPD basis

Structure (XYZ):
```
25
Properties=species:S:1:pos:R:3
C 2.08 -3.34 1.21
C 0.83 -3.10 1.79
C 2.68 -2.38 0.39
C 0.13 -1.95 1.37
C 2.04 -1.23 0.11
C 0.78 -1.10 0.57
C 0.52 1.63 -2.96
C 0.42 1.95 -1.67
C -2.94 2.49 0.15
C -1.55 1.96 0.79
F -1.76 -0.02 -1.10
Si -0.59 0.95 -0.46
H 2.62 -4.36 1.40
H 0.26 -3.76 2.52
H 3.57 -2.74 -0.24
H -0.70 -1.68 1.95
H 2.59 -0.51 -0.41
H 0.84 2.28 -3.71
H -0.04 0.68 -3.19
H 0.90 2.73 -1.13
H -3.00 3.29 -0.57
H -3.23 1.54 -0.51
H -3.80 2.67 0.89
H -1.67 1.26 1.61
H -0.98 2.76 1.18
```

Charge   0
HOMO level   -8.2 eV
Total energy   -21173.5943 eV
Energy above the lowest of the compared OMol25 structures with the same formula, charge and spin   0.0 kJ/mol

From a Mulliken analysis of the wavefunction, the atomic charges in e read: -0.31, -0.37, -0.31, -0.43, -0.52, 0.16, -0.59, -0.29, -0.98, -0.55, -0.32, 0.57, 0.22, 0.28, 0.24, 0.34, 0.46, 0.32, 0.19, 0.36, 0.32, 0.23, 0.28, 0.28, 0.43

=====

[2]
Formula: C10H13N
Source: OMol25
Level of theory: the ωB97M-V functional and the def2-TZVPD basis

Structure (XYZ):
```
24
Properties=species:S:1:pos:R:3
C 0.43 -1.64 1.96
C 1.76 -1.22 -0.07
C 1.37 -0.89 -1.56
C 0.73 0.38 -1.84
C -0.30 0.79 -0.85
C -1.19 1.85 -1.02
C -2.13 2.19 -0.06
C -2.12 1.51 1.13
C -1.28 0.36 1.29
C -0.34 -0.03 0.31
H -0.62 -2.14 2.04
H 1.20 -2.34 2.08
H 0.56 -0.92 2.72
H 2.17 -2.29 0.02
H 2.67 -0.61 0.26
H 2.28 -0.86 -2.18
H 0.69 -1.70 -2.00
H 1.38 1.26 -1.97
H 0.32 0.32 -2.91
H -1.34 2.18 -2.18
H -2.73 3.03 -0.31
H -2.67 1.90 2.14
H -1.44 -0.07 2.35
N 0.57 -1.03 0.63
```

Charge   0
HOMO level   -7.5 eV
Total energy   -12069.2671 eV
Structure (SMILES)   CN1CCCc2ccccc21
Energy above the lowest of the compared OMol25 structures with the same formula, charge and spin   174.1 kJ/mol

From a Mulliken analysis of the wavefunction, the atomic charges in e read: -1.24, -0.53, -0.75, -0.67, 0.81, -0.50, -0.60, -0.55, -0.17, 0.26, 0.30, 0.38, 0.44, 0.35, 0.25, 0.37, 0.24, 0.28, 0.30, 0.15, 0.40, 0.19, 0.17, 0.09